ORCA calculation (wB97M-V/def2-TZVPD) on a structure of composition C19H31Br27F3O5PSSi2.

Each line ends with the Mulliken charge.
Atoms and positions in Å:
C (0.13, -2.13, -1.90)  -1.4654
C (0.52, -0.63, -1.87)  0.4323
Si (0.84, -0.01, -0.15)  -0.5610
C (1.98, 1.46, -0.18)  -1.0243
C (1.46, 2.60, -1.08)  -0.3477
C (0.90, 3.75, -0.24)  -0.4435
O (-0.25, 4.37, -0.80)  -0.5612
C (1.76, -1.38, 0.80)  -0.1941
O (3.19, -1.19, 0.83)  -0.3756
C (3.87, -1.90, -0.06)  0.8778
F (3.65, -3.22, 0.02)  -0.2197
F (3.64, -1.52, -1.33)  -0.2519
F (5.17, -1.71, 0.17)  -0.2874
O (-0.55, 0.26, 0.76)  0.2551
Si (-1.82, 1.09, 0.15)  -0.0497
C (-2.43, 2.34, 1.46)  -0.7485
O (-3.57, 1.74, 2.15)  -0.3123
C (-3.15, 1.02, 3.24)  0.6474
C (-3.60, -0.39, 3.31)  -0.9533
O (-2.43, 1.51, 4.08)  -0.4524
P (-3.52, -0.29, -0.45)  0.2657
S (-3.27, -0.99, -2.27)  -0.2547
H (-0.26, -2.39, -0.93)  0.0087
H (-0.60, -2.29, -2.66)  0.5114
H (0.98, -2.77, -2.10)  0.4235
H (1.44, -0.49, -2.42)  0.5794
H (-0.24, -0.09, -2.42)  0.0086
H (2.94, 1.11, -0.52)  0.5105
H (2.11, 1.82, 0.83)  0.6513
H (0.75, 2.25, -1.82)  0.0323
H (2.31, 2.99, -1.63)  0.3973
H (0.63, 3.38, 0.74)  0.1420
H (1.67, 4.50, -0.11)  0.3875
H (-0.48, 3.94, -1.63)  0.3024
H (1.44, -1.28, 1.83)  0.2313
H (1.47, -2.37, 0.50)  0.2229
H (-1.52, 1.85, -1.07)  -0.1222
H (-2.71, 3.24, 0.96)  0.5462
H (-1.62, 2.55, 2.14)  0.4432
H (-3.05, -1.01, 2.62)  0.0286
H (-3.40, -0.74, 4.31)  0.3812
H (-4.67, -0.44, 3.14)  0.3753
H (-3.69, -1.31, 0.49)  -0.0295
H (-4.67, 0.50, -0.40)  0.0158
C (-6.08, 4.50, 0.20)  -0.1614
Br (-7.53, 3.80, -0.85)  -0.0222
Br (-6.64, 5.88, 1.42)  -0.0076
Br (-5.12, 3.09, 1.11)  0.2298
H (-5.39, 4.95, -0.49)  0.0039
C (2.81, -6.80, 0.64)  -0.1192
Br (1.52, -5.61, 1.44)  0.0290
Br (3.57, -7.99, 1.95)  -0.0207
Br (2.04, -7.76, -0.83)  -0.0268
H (3.61, -6.20, 0.25)  0.1235
C (7.38, -5.18, -2.63)  -0.2607
Br (7.65, -4.73, -4.48)  -0.0098
Br (6.00, -6.51, -2.43)  0.0022
Br (9.01, -5.72, -1.78)  0.0928
H (7.03, -4.29, -2.14)  0.2122
C (-5.55, 5.43, -4.57)  -0.3918
Br (-6.38, 4.13, -5.72)  0.0125
Br (-6.81, 6.67, -3.85)  -0.0401
Br (-4.53, 4.54, -3.21)  0.0712
H (-4.85, 5.99, -5.17)  0.3882
C (12.72, -6.24, 0.11)  -0.2985
Br (12.99, -5.79, -1.74)  -0.0089
Br (11.34, -7.57, 0.32)  -0.0346
Br (14.36, -6.78, 0.95)  -0.0485
H (12.38, -5.35, 0.61)  0.3570
C (-4.42, 7.51, 5.08)  -0.3194
Br (-4.45, 5.62, 4.72)  0.0323
Br (-2.62, 8.17, 5.21)  -0.0163
Br (-5.44, 8.50, 3.78)  -0.0445
H (-4.88, 7.66, 6.04)  0.3286
C (0.10, 0.42, 6.09)  0.4006
Br (1.71, 0.23, 5.05)  -0.0121
Br (0.11, -0.76, 7.61)  -0.0272
Br (-0.21, 2.24, 6.60)  -0.0212
H (-0.72, 0.13, 5.46)  -0.3880
C (-2.39, -5.10, -0.44)  -0.3307
Br (-4.24, -4.97, -0.92)  -0.0317
Br (-1.24, -5.10, -1.97)  0.0000
Br (-1.88, -3.72, 0.81)  -0.0465
H (-2.25, -6.04, 0.07)  0.3972
C (-2.88, 2.29, -5.70)  0.6856
Br (-2.37, 2.99, -7.42)  -0.0318
Br (-3.92, 0.69, -5.87)  -0.0051
Br (-1.36, 2.04, -4.55)  0.0403
H (-3.51, 3.03, -5.23)  -0.7052

Results
E_HOMO = -8.58 eV
2S+1 = 1
HOMO-LUMO gap = 0.305 Eh
Electronic energy = -72235.2670 hartree
Maximum force = 0.055 Eh/bohr



ORCA calculation (wB97M-V/def2-TZVPD) on a structure of composition C19H31ClCoN2O5PS2.

Each line ends with the Mulliken charge.
Atoms and positions in Å:
Co (0.04, -0.67, 1.03)  -0.0815
C (0.39, 4.42, 4.00)  -1.0143
C (1.43, 3.71, 3.16)  -0.3387
O (1.36, 2.27, 3.29)  -0.3505
P (0.22, 1.41, 2.52)  1.3484
S (0.84, -0.44, 3.06)  -0.5927
S (-0.11, 1.78, 0.62)  -0.4614
O (-1.11, 1.67, 3.34)  -0.3315
C (-1.23, 1.41, 4.75)  -0.4015
C (-2.27, 0.33, 4.96)  -1.1342
H (0.57, 5.49, 3.97)  0.4260
H (0.45, 4.09, 5.04)  0.2601
H (-0.62, 4.23, 3.63)  0.2306
H (2.44, 3.96, 3.49)  0.3366
H (1.34, 3.97, 2.10)  0.3140
H (-1.53, 2.36, 5.20)  0.3386
H (-0.26, 1.12, 5.15)  0.4808
H (-3.22, 0.63, 4.51)  0.3056
H (-2.43, 0.17, 6.02)  0.4202
H (-1.95, -0.60, 4.50)  0.1952
C (3.49, -2.55, -0.69)  -0.6890
C (2.22, -2.23, 0.13)  -0.5493
N (1.88, -0.80, 0.03)  0.8899
C (2.98, 0.01, 0.59)  -0.8115
C (4.31, -0.31, -0.13)  -0.8469
N (4.01, -1.26, -1.25)  -0.0354
C (2.99, -0.66, -2.18)  -0.7839
C (1.69, -0.45, -1.39)  -0.4449
H (3.29, -3.22, -1.53)  0.3167
H (4.28, -2.98, -0.08)  0.3265
H (2.37, -2.47, 1.18)  0.5262
H (1.37, -2.80, -0.25)  0.3833
H (3.04, -0.19, 1.66)  0.4252
H (2.70, 1.06, 0.46)  0.4585
H (5.03, -0.79, 0.52)  0.3442
H (4.76, 0.58, -0.57)  0.3305
H (4.86, -1.44, -1.77)  0.2581
H (2.87, -1.34, -3.02)  0.3568
H (3.41, 0.28, -2.54)  0.3000
H (0.88, -1.07, -1.78)  0.2581
H (1.37, 0.59, -1.43)  0.5268
C (-3.89, 1.23, -3.53)  -1.3258
C (-3.17, -0.06, -3.84)  0.7773
C (-2.69, -0.32, -5.12)  -0.7068
C (-2.03, -1.51, -5.39)  0.1226
Cl (-1.43, -1.80, -6.99)  -0.2248
C (-1.86, -2.46, -4.41)  -1.0061
C (-2.33, -2.21, -3.12)  -0.3982
C (-2.99, -1.02, -2.85)  0.9256
O (-3.49, -0.68, -1.63)  -0.4828
C (-3.34, -1.54, -0.52)  -0.9247
C (-1.99, -1.33, 0.12)  1.0617
O (-0.92, -1.40, -0.57)  -0.6394
O (-1.89, -1.01, 1.34)  -0.5154
H (-3.87, 1.90, -4.38)  0.4024
H (-3.43, 1.73, -2.67)  0.2631
H (-4.93, 1.03, -3.26)  0.3107
H (-2.82, 0.41, -5.90)  0.3853
H (-1.35, -3.39, -4.63)  0.4519
H (-2.15, -2.95, -2.35)  0.2665
H (-3.46, -2.60, -0.81)  0.3642
H (-4.12, -1.29, 0.19)  0.4027

Results
E_HOMO (spin up / spin down) = -10.30 / -10.31 eV
2S+1 = 2
Total charge = +1
<S²> = 0.775
HOMO-LUMO gap (spin up / spin down) = 0.262 / 0.263 Eh
Electronic energy = -4208.8892 hartree
Energy above the lowest of the compared OMol25 structures with the same formula, charge and spin = 0.0 kcal/mol
Maximum force = 0.047 Eh/bohr



ORCA calculation (wB97M-V/def2-TZVPD) on a structure of composition C19H31F9OP2Pd.

Each line ends with the Mulliken charge.
Atoms and positions in Å:
P (0.79, 0.88, 1.78)  0.9244
P (-0.47, -1.20, -0.48)  0.8894
C (0.16, 1.47, 0.17)  0.2644
C (-0.88, 0.56, -0.51)  0.2898
H (1.01, 1.68, -0.50)  0.5608
H (-0.30, 2.43, 0.39)  -0.9349
H (-1.88, 0.70, -0.08)  0.5027
H (-0.95, 0.82, -1.57)  -1.0001
C (0.64, -1.63, -1.83)  -1.0715
H (0.87, -2.70, -1.75)  0.2363
H (1.58, -1.05, -1.75)  0.4227
H (0.15, -1.41, -2.79)  0.4584
C (-1.89, -2.26, -0.51)  -0.9386
H (-2.46, -2.08, -1.43)  0.4424
H (-2.52, -2.05, 0.36)  0.4097
H (-1.54, -3.30, -0.46)  0.2083
C (2.44, 1.52, 2.10)  -1.2010
H (2.76, 1.12, 3.07)  0.4084
H (2.44, 2.62, 2.14)  0.4090
H (3.13, 1.17, 1.33)  0.4054
C (-0.35, 1.41, 3.09)  -1.2208
H (-1.31, 0.89, 2.98)  0.4454
H (-0.51, 2.49, 3.07)  0.4017
H (0.10, 1.13, 4.05)  0.4186
Pd (0.66, -1.32, 1.44)  -0.2111
C (-2.35, 2.57, -2.46)  -0.2105
C (-1.21, 2.34, -3.14)  -0.3776
C (-0.33, 3.42, -3.68)  -0.8537
C (-0.15, 4.66, -2.75)  -0.9472
C (0.00, 4.36, -1.28)  -0.3170
C (-1.02, 4.33, -0.41)  -0.5630
C (-2.46, 4.53, -0.77)  -0.7649
C (-2.89, 3.93, -2.15)  -1.0703
C (1.65, -1.62, 3.22)  -1.2124
H (-3.02, 1.74, -2.19)  0.5588
H (-0.91, 1.33, -3.43)  0.6657
H (-0.69, 3.79, -4.66)  0.2962
H (0.67, 2.98, -3.87)  0.3634
H (0.77, 5.17, -3.08)  0.4471
H (-0.97, 5.38, -2.95)  0.3691
H (1.04, 4.27, -0.95)  0.5059
H (-0.84, 4.26, 0.67)  0.8281
H (-2.73, 5.60, -0.77)  0.3007
H (-3.07, 4.05, 0.02)  0.3575
H (-3.99, 3.85, -2.12)  0.4514
H (-2.68, 4.67, -2.94)  0.3905
H (1.24, -2.58, 3.57)  0.2843
H (1.46, -0.83, 3.96)  0.5410
H (2.71, -1.70, 3.00)  0.3887
F (0.39, -5.11, 3.55)  -0.1976
C (0.51, -5.71, 2.34)  0.6728
F (1.34, -6.78, 2.50)  -0.1856
F (-0.72, -6.17, 1.99)  -0.2081
C (1.08, -4.66, 1.24)  0.6773
O (0.37, -3.53, 1.26)  -0.2302
C (2.65, -4.58, 1.45)  0.4557
F (3.29, -5.68, 0.97)  -0.2088
F (3.15, -3.50, 0.79)  -0.2358
F (2.98, -4.45, 2.76)  -0.2250
C (0.83, -5.40, -0.16)  0.3890
F (1.19, -6.71, -0.19)  -0.1757
F (-0.48, -5.34, -0.53)  -0.2292
F (1.54, -4.77, -1.14)  -0.2505

Results
E_HOMO (spin up / spin down) = -12.95 / -14.13 eV
2S+1 = 5
Total charge = +2
<S²> = 6.013
HOMO-LUMO gap (spin up / spin down) = 0.255 / 0.125 Eh
Electronic energy = -2526.3510 hartree
Energy above the lowest of the compared OMol25 structures with the same formula, charge and spin = 0.0 kcal/mol
Maximum force = 0.081 Eh/bohr



electronic energy of number 1 (C19H31Br27F3O5PSSi2)? -72235.2670 hartree



Which formula does entry 1 have? C19H31Br27F3O5PSSi2